(1)
The following is a DFT calculation (the ωB97M-V functional and the def2-TZVPD basis) of an isolated molecule of C8H10N2O2 in a non-equilibrium geometry.

Properties
SMILES: CC(=O)N(C)c1cccc[n+]1[O-]
HOMO-LUMO gap (eV): 9.068
Highest occupied orbital energy (eV): -8.794
E_tot (eV): -15531.43369
Lowest unoccupied orbital energy (eV): 0.27

```
! wB97M-V def2-TZVPD RIJCOSX def2/J DEFGRID3
* xyz 0 1
C 0.7310 2.4552 0.2892
C -0.5857 2.0773 -0.3007
O -1.3483 2.9876 -0.6594
N -0.9759 0.7519 -0.3208
C -2.2345 0.3703 -0.9862
C -0.0636 -0.2636 0.0196
C -0.2972 -0.9682 1.2300
C 0.4962 -2.0897 1.5675
C 1.4911 -2.5185 0.6811
C 1.6460 -1.7837 -0.5390
N 0.8908 -0.6941 -0.8355
O 1.0713 -0.1575 -1.9559
H 1.5115 2.3235 -0.4754
H 0.9797 1.9473 1.2125
H 0.7176 3.4998 0.5879
H -3.0206 1.1114 -0.7891
H -2.1515 0.3391 -2.0737
H -2.5407 -0.6187 -0.6167
H -1.1196 -0.6786 1.8385
H 0.2977 -2.6559 2.4451
H 2.1201 -3.3593 0.9415
H 2.3846 -2.0755 -1.2605
*
```


(2)
The following is a DFT calculation (the ωB97M-V functional and the def2-TZVPD basis) of a 2-piece molecular cluster, C5H11ClN overall.

Properties
HOMO-LUMO gap (eV): 7.820
Highest occupied orbital energy (eV): -3.799
E_tot (eV): -19378.28490
Lowest unoccupied orbital energy (eV): 4.02

```
! wB97M-V def2-TZVPD RIJCOSX def2/J DEFGRID3
* xyz -1 1
N 0.4666 -0.2371 1.4398
C 1.3399 0.4819 0.5109
C -0.3058 -1.2748 0.7550
C 0.6127 1.0553 -0.7091
C -1.0939 -0.7663 -0.4559
C -0.1609 -0.0483 -1.4321
H -0.1850 0.4329 1.8678
H 1.8572 1.2844 1.0711
H 2.1081 -0.2368 0.1661
H -0.9830 -1.7471 1.4923
H 0.4141 -2.0450 0.4174
H -0.0940 1.8370 -0.3700
H 1.3414 1.5334 -1.3916
H -1.6055 -1.6120 -0.9545
H -1.8722 -0.0611 -0.1062
H 0.5607 -0.7812 -1.8412
H -0.7338 0.3704 -2.2818
Cl -1.6666 1.8146 1.8221
*
```


(3)
The following is a DFT calculation (the ωB97M-V functional and the def2-TZVPD basis) of a 20-piece molecular cluster, C49H108Cl14O18 overall in a non-equilibrium geometry.

Properties
HOMO-LUMO gap (eV): 9.824
Highest occupied orbital energy (eV): -9.388
E_tot (eV): -264727.75179
Lowest unoccupied orbital energy (eV): 0.44

```
! wB97M-V def2-TZVPD RIJCOSX def2/J DEFGRID3
* xyz 0 1
C 4.5976 -5.1450 -4.4447
C 4.6256 -4.9486 -2.9131
C 4.8218 -3.4217 -2.7621
O 4.8573 -2.9475 -4.0845
C 4.0667 -3.7909 -4.9117
H 4.0150 -5.9970 -4.7951
H 5.6252 -5.3044 -4.7712
H 5.3380 -5.6079 -2.4172
H 3.6339 -5.2640 -2.5890
H 5.7573 -3.1082 -2.2987
H 3.9462 -2.9639 -2.3019
H 4.3573 -3.5253 -5.9281
H 2.9884 -3.6362 -4.8734
C -5.4516 -3.0836 -1.9826
C -5.3175 -2.0483 -3.0755
C -6.5046 -1.1283 -2.8950
O -7.0068 -1.4437 -1.5770
C -6.8136 -2.8205 -1.3725
H -4.6550 -2.8175 -1.2879
H -5.2290 -4.1230 -2.2239
H -5.2242 -2.4204 -4.0958
H -4.4029 -1.4950 -2.8624
H -7.2121 -1.2582 -3.7139
H -6.1779 -0.0884 -2.8967
H -7.6238 -3.3717 -1.8497
H -6.9546 -3.0379 -0.3137
C 3.6981 1.3328 3.7244
C 2.7531 1.9175 4.7782
C 3.3158 3.3521 5.0010
O 4.5304 3.4670 4.2167
C 4.9855 2.1284 3.9730
H 3.2565 1.6186 2.7698
H 3.7138 0.2435 3.7604
H 2.6621 1.2732 5.6527
H 1.7120 1.9150 4.4555
H 3.4400 3.6001 6.0551
H 2.6698 4.1781 4.7035
H 5.5973 1.7596 4.7962
H 5.6909 2.1334 3.1420
C -4.5712 -2.8463 4.2626
C -5.8324 -3.5907 4.4378
C -6.2285 -4.1282 3.0446
O -5.1789 -3.7702 2.1925
C -4.0047 -3.5850 3.0240
H -3.9378 -2.7538 5.1448
H -4.8209 -1.8188 3.9981
H -6.6107 -2.8940 4.7492
H -5.7372 -4.4213 5.1371
H -7.1781 -3.8479 2.5888
H -6.3101 -5.2151 3.0366
H -3.1781 -3.0473 2.5596
H -3.5878 -4.5596 3.2776
C -1.2073 5.2494 3.3986
C -1.4656 4.0632 2.4396
C -2.9542 3.8250 2.6629
O -3.4173 5.2055 2.7532
C -2.4028 6.1501 3.2746
H -0.3288 5.8365 3.1310
H -0.9944 4.8796 4.4016
H -0.9077 3.1551 2.6682
H -1.3258 4.3830 1.4069
H -3.2872 3.2755 3.5434
H -3.3600 3.2451 1.8340
H -2.7317 6.4583 4.2671
H -2.3301 7.0157 2.6161
C -1.1160 -0.9199 4.4975
C -1.5893 -0.8800 5.8612
C -2.5229 0.2809 5.9621
O -1.9629 1.2243 5.0098
C -1.4184 0.4682 3.9069
H -1.5471 -1.7290 3.9078
H -0.0434 -1.1018 4.5641
H -0.7175 -0.6655 6.4793
H -2.0200 -1.8025 6.2506
H -2.5203 0.7113 6.9635
H -3.5549 0.0548 5.6938
H -0.5291 0.9576 3.5096
H -2.1964 0.4279 3.1445
C -0.0406 -4.9724 -1.9110
C -1.5131 -4.8015 -1.4489
C -1.6908 -3.3365 -1.6008
O -0.4203 -2.7796 -1.7527
C 0.3916 -3.6751 -2.5459
H 0.1880 -5.8441 -2.5242
H 0.6145 -5.0637 -1.0446
H -1.7355 -5.1659 -0.4460
H -2.2154 -5.4089 -2.0199
H -2.1243 -2.8851 -0.7084
H -2.2926 -3.0923 -2.4762
H 1.4472 -3.4425 -2.4054
H 0.1595 -3.4975 -3.5960
C -3.3236 2.8337 -1.2792
C -2.4287 3.9405 -1.8682
C -1.4780 3.1452 -2.7827
O -2.3211 2.1412 -3.3622
C -3.4772 1.9245 -2.4683
H -4.3257 3.1647 -1.0065
H -2.8626 2.3776 -0.4031
H -1.9284 4.5410 -1.1085
H -3.1081 4.5829 -2.4285
H -0.6890 2.6311 -2.2338
H -0.9616 3.7516 -3.5268
H -3.5081 0.8851 -2.1415
H -4.4141 2.1706 -2.9681
C -0.4530 0.0311 -0.2541
C 0.2272 1.1751 0.4563
O 1.5122 0.8461 0.8920
O 0.2401 -0.3739 -1.4001
H -1.4453 0.2868 -0.6258
H -0.5403 -0.8229 0.4176
H -0.3332 1.4831 1.3390
H 0.3137 2.0466 -0.1926
H 2.1435 1.5331 0.6658
H 0.0103 -1.2964 -1.5339
C 3.5763 0.0950 -4.4620
C 2.5049 -0.3359 -3.4766
O 1.9741 0.8571 -2.8461
O 3.0871 0.8559 -5.5592
H 4.1822 -0.7476 -4.7951
H 4.2873 0.7376 -3.9426
H 2.9476 -1.0186 -2.7513
H 1.6493 -0.8337 -3.9329
H 1.2047 0.5423 -2.3660
H 3.8084 1.3150 -5.9957
C 2.0026 4.4073 -4.4143
C 2.3324 4.1945 -2.9111
O 3.3050 3.1642 -2.6751
O 1.6379 3.1866 -5.0356
H 2.9378 4.7528 -4.8549
H 1.2547 5.1803 -4.5911
H 1.4398 3.8804 -2.3701
H 2.5518 5.1854 -2.5135
H 2.9935 2.2739 -2.8537
H 2.2587 2.4854 -4.8245
C 2.3636 -3.0085 0.5172
C 2.4469 -2.3360 1.8946
O 1.3295 -1.5192 2.2411
O 2.5843 -2.0707 -0.5121
H 1.4032 -3.5191 0.4456
H 3.0281 -3.8724 0.5003
H 3.2608 -1.6281 2.0512
H 2.4992 -3.1094 2.6609
H 1.4325 -0.6461 1.8557
H 1.9761 -1.3689 -0.2689
C 3.6430 4.0651 0.8782
C 4.7619 4.8439 0.1290
O 5.0283 5.9557 0.9079
O 3.3103 2.8329 0.2337
H 2.8054 4.7621 0.9077
H 3.8505 3.8952 1.9347
H 4.5145 5.2647 -0.8456
H 5.6854 4.2709 0.0449
H 5.8415 6.3848 0.6319
H 3.3440 3.0097 -0.7093
C 2.6225 -1.9266 5.4924
Cl 2.3856 -3.6433 5.6675
Cl 4.3755 -1.6149 5.7332
H 2.3039 -1.5219 4.5318
H 2.0861 -1.3732 6.2633
C -1.4653 -3.3814 -6.5078
Cl 0.2830 -3.3126 -6.6989
Cl -2.0059 -4.0956 -5.0056
H -1.9243 -2.3971 -6.6010
H -1.8835 -3.9670 -7.3265
C -0.4891 0.6959 -6.0190
Cl -1.1164 -0.4472 -4.8355
Cl -1.0975 0.4420 -7.6608
H -0.7386 1.7150 -5.7232
H 0.5948 0.5862 -6.0538
C -5.3825 0.2275 0.7243
Cl -3.7549 -0.4285 0.7839
Cl -5.6412 1.4231 1.9801
H -5.5546 0.7396 -0.2224
H -6.0516 -0.6302 0.7922
C 1.0251 7.4453 0.2728
Cl 1.0803 9.0656 -0.4357
Cl 0.2136 6.2564 -0.7184
H 2.0290 7.1141 0.5384
H 0.4616 7.5363 1.2013
C 0.1774 -4.9557 3.4044
Cl -0.5874 -5.8493 2.1210
Cl -0.7546 -5.0573 4.8847
H 1.1208 -5.4133 3.7020
H 0.4237 -3.9146 3.1958
C 5.9194 0.3915 -0.6774
Cl 7.1985 -0.7473 -1.0152
Cl 6.2992 1.2782 0.7641
H 5.7283 1.0983 -1.4848
H 5.0020 -0.1679 -0.4940
*
```